(1)
C38H73AsBCrN6O3S2 | ωB97M-V/def2-TZVPD

The electronic energy comes out at -167271.20934 eV. Its total charge is +2. The multiplicity is 4.

Each line ends with the Löwdin charge.
Element x y z (Å)
As -1.110 3.866 -1.259  0.83
Cr -0.266 -0.223 -0.176  0.82
S 3.764 2.113 2.390  0.97
S 0.127 2.165 -0.934  0.44
O 1.771 -0.380 -0.229  -0.35
O 0.281 -0.515 -2.179  -0.37
O 2.426 1.674 1.849  -0.57
N -1.214 -2.888 0.562  0.05
N -0.173 -2.354 -0.135  0.06
N -0.531 0.102 1.845  0.04
N -0.695 -1.184 2.341  0.06
N -2.772 -1.003 0.924  0.06
N -2.359 -0.414 -0.255  0.05
C 3.688 1.924 4.195  -0.31
C -1.833 2.587 3.590  -0.04
C -4.067 -0.766 1.147  -0.18
C 3.770 3.935 2.501  -0.30
C -0.077 0.083 4.025  0.04
C -0.261 5.428 -0.533  -0.23
C -3.479 0.113 -0.810  -0.24
C -6.182 -1.763 2.029  -0.04
C -4.953 0.026 3.312  -0.03
C -2.318 -5.587 2.152  -0.04
C -1.807 -2.704 5.131  -0.04
C -2.501 -5.080 0.720  -0.33
C -2.655 1.245 -3.013  -0.08
C -0.397 -4.514 -0.654  0.06
C 1.673 -4.110 -2.898  -0.04
C 2.413 0.235 -1.350  -0.18
C -4.812 -1.182 2.380  -0.35
C -1.170 4.291 -3.138  -0.23
C 4.167 3.239 4.794  -0.22
C 1.602 -0.136 -2.599  -0.15
C -0.378 2.372 3.131  -0.34
C -3.750 0.533 -2.234  -0.34
C -1.395 -4.178 0.243  -0.17
C 1.700 -3.388 -1.545  -0.35
C 2.692 -4.144 -0.641  -0.05
C 0.368 -3.372 -0.847  -0.22
C -0.477 -1.181 -3.195  -0.02
C 3.496 4.321 3.951  -0.22
C 0.200 -3.633 3.862  -0.04
C -2.897 3.783 -0.538  -0.21
C -4.255 -0.715 -2.982  -0.03
C -4.546 -0.046 0.064  0.04
C -0.055 3.399 2.072  -0.13
C -3.881 -4.460 0.514  -0.04
C -0.235 0.889 2.895  -0.22
C 2.635 -1.053 0.701  -0.02
C -0.397 -1.201 3.656  -0.18
C -0.420 -2.413 4.543  -0.33
B -1.828 -2.000 1.638  -0.51
H 3.714 -4.018 -1.000  0.09
H 1.546 0.713 -3.286  0.14
H 4.271 1.052 4.485  0.09
H -2.764 1.052 -4.080  0.10
H 5.253 3.318 4.711  0.12
H 2.434 1.309 -1.180  0.07
H -0.315 5.431 0.550  0.02
H 2.462 -5.209 -0.661  0.09
H -4.226 -1.936 2.906  0.11
H 2.419 4.318 4.138  0.11
H -3.066 2.807 -0.085  0.03
H -2.300 -1.787 5.455  0.09
H 0.779 5.430 -0.858  0.05
H 3.332 -0.337 1.123  0.07
H -0.773 6.303 -0.937  0.06
H 3.026 4.281 1.785  0.08
H -0.365 4.995 -3.346  0.05
H -2.085 1.974 4.453  0.08
H 3.441 -0.123 -1.429  0.15
H -2.742 2.318 -2.879  0.03
H -4.655 -5.198 0.726  0.10
H -2.417 -2.653 2.426  0.10
H -2.519 2.331 2.779  0.08
H -4.603 1.214 -2.163  0.14
H -4.017 -4.112 -0.511  0.09
H 2.639 -3.822 0.398  0.07
H -4.034 -3.617 1.185  0.05
H -5.515 0.825 2.828  0.09
H -0.272 -3.840 2.903  0.05
H -2.428 -5.951 0.062  0.14
H 0.038 -2.091 -3.489  0.08
H 0.270 2.562 3.992  0.13
H -5.132 -1.134 -2.493  0.09
H 2.682 -4.157 -3.307  0.10
H 1.267 -3.484 3.688  0.09
H -1.313 -5.972 2.317  0.09
H -6.110 -2.561 1.292  0.08
H -1.990 3.633 3.858  0.09
H 2.629 1.740 4.394  0.08
H 0.220 -2.137 5.386  0.14
H 3.164 -1.846 0.175  0.08
H 0.083 -4.515 4.489  0.09
H 0.171 0.421 5.017  0.13
H -3.000 4.565 0.212  0.05
H 2.051 -2.367 -1.683  0.09
H -3.977 0.419 3.598  0.06
H 3.915 3.309 5.852  0.12
H 4.757 4.260 2.173  0.09
H 1.035 -3.642 -3.643  0.06
H -3.612 3.950 -1.342  0.05
H -0.600 -0.524 -4.056  0.11
H -2.457 -3.208 4.420  0.05
H -3.496 -1.496 -3.015  0.07
H 2.028 -0.991 -3.127  0.13
H -5.557 0.278 -0.106  0.13
H -1.035 3.391 -3.731  0.03
H -4.524 -0.455 -4.005  0.09
H -5.485 -0.261 4.218  0.09
H -6.655 -2.167 2.923  0.09
H 1.327 -5.135 -2.776  0.09
H 0.069 4.367 2.562  0.09
H -3.023 -6.395 2.341  0.09
H -1.703 -3.353 5.999  0.09
H -6.840 -0.991 1.628  0.09
H 0.840 3.157 1.508  0.01
H 3.870 5.319 4.175  0.12
H -1.442 -1.425 -2.763  0.08
H -0.901 3.477 1.388  0.01
H -2.127 4.756 -3.373  0.06
H 2.001 -1.464 1.482  0.10
H -2.510 -4.802 2.882  0.06
H -0.234 -5.486 -1.084  0.13
H -1.651 0.958 -2.712  0.02

(2)
C5H5N | ωB97M-V/def2-TZVPD

The electronic energy comes out at -6751.63955 eV. The calculation puts the energy above the lowest of the compared OMol25 structures with the same formula, charge and spin at 98.4 kcal per mole. The multiplicity is 1.

Each line ends with the Löwdin charge.
Element x y z (Å)
N 2.936 -0.019 0.664  0.21
C 0.730 0.669 -0.614  -0.29
C -0.635 0.541 -0.016  -0.20
C -1.067 -0.895 0.284  -0.09
C 2.032 0.316 0.007  -0.33
C 1.559 1.004 -1.554  0.23
H -0.954 -1.536 -0.596  0.08
H -1.312 0.996 -0.745  0.12
H -0.488 -1.329 1.105  0.08
H -2.122 -0.900 0.574  0.08
H -0.679 1.153 0.892  0.12

(3)
C39H104O39S13 | ωB97M-V/def2-TZVPD

The electronic energy comes out at -262835.63922 eV. The calculation puts the energy above the lowest of the compared OMol25 structures with the same formula, charge and spin at 0.0 kcal per mole. The multiplicity is 1.

Each line ends with the Löwdin charge.
Element x y z (Å)
S 4.592 -6.149 0.541  0.55
S 5.537 -1.675 1.277  0.55
S 0.658 2.242 -3.533  0.54
S -8.465 0.634 3.146  0.56
S 1.389 -0.377 0.066  0.59
S 8.601 0.443 -1.382  0.55
S -3.609 2.782 3.582  0.55
S 0.125 4.945 1.669  0.55
S -6.736 1.227 -1.695  0.57
S -1.729 -4.533 -0.265  0.56
S -5.138 1.381 -7.266  0.55
S 2.834 -3.920 -3.698  0.56
S 0.797 2.634 6.697  0.56
O 9.434 -0.205 -2.334  -0.27
O 2.307 0.599 0.574  -0.27
O -4.403 1.873 4.349  -0.27
O 5.377 -7.398 -0.028  -0.26
O -6.388 1.035 -7.834  -0.25
O 0.150 0.488 -0.460  -0.26
O 0.861 0.835 -3.496  -0.27
O -4.781 2.737 -7.017  -0.27
O 5.209 -5.715 1.758  -0.27
O 1.868 1.783 7.094  -0.27
O -2.414 -5.639 0.313  -0.26
O 1.597 -3.237 -4.425  -0.24
O -6.996 1.334 -3.089  -0.26
O -1.680 -3.340 0.778  -0.27
O 0.895 -1.421 0.916  -0.27
O 7.236 -0.352 -1.263  -0.28
O 3.222 -6.509 0.554  -0.26
O -2.442 1.967 2.899  -0.26
O -7.082 0.390 2.418  -0.27
O 3.977 -3.122 -3.977  -0.25
O -0.746 2.463 -2.856  -0.27
O -6.784 2.657 -1.033  -0.25
O 1.580 3.138 -2.931  -0.25
O 4.916 -2.302 2.583  -0.24
O 4.647 -1.731 0.158  -0.28
O 2.435 -4.242 -2.369  -0.29
O 0.894 2.833 5.117  -0.28
O 0.671 5.238 2.958  -0.28
O -0.543 2.273 6.997  -0.25
O -8.519 -0.163 4.329  -0.27
O -9.484 0.555 2.153  -0.27
O 8.301 1.825 -1.526  -0.26
O 6.836 -2.237 1.139  -0.25
O -1.281 4.883 1.500  -0.25
O -4.184 3.564 2.547  -0.26
O -5.037 0.574 -5.921  -0.24
O -5.542 0.569 -1.247  -0.30
O -2.172 -3.927 -1.468  -0.26
O 0.616 6.037 0.631  -0.24
C -2.739 3.854 4.673  -0.10
C 2.341 1.279 3.926  -0.05
C 2.893 -5.366 -4.703  -0.10
C -1.053 -0.204 -0.830  -0.24
C -2.744 -3.970 2.908  -0.05
C -3.918 0.861 -5.061  -0.26
C -0.009 -4.927 -0.418  -0.11
C -6.258 -0.721 2.880  -0.24
C 2.016 6.344 0.598  -0.27
C 7.288 -7.909 1.405  -0.07
C 9.202 0.091 0.221  -0.12
C 4.856 -4.967 -0.745  -0.11
C -2.288 0.596 -0.408  -0.03
C 0.356 2.737 -5.200  -0.10
C 3.486 -2.221 2.805  -0.22
C 0.903 3.483 1.081  -0.11
C -1.467 -3.625 2.170  -0.26
C 0.300 -3.386 -3.793  -0.25
C -1.355 3.784 -2.958  -0.21
C 2.261 7.819 0.881  -0.05
C -1.580 1.174 3.766  -0.23
C 2.840 -3.419 2.148  -0.07
C -5.725 4.627 -0.215  -0.06
C 2.015 -1.011 -1.477  -0.08
C 6.711 -0.998 -2.425  -0.25
C -8.150 0.499 -0.876  -0.09
C -1.167 -0.049 2.987  -0.05
C -0.641 -2.267 -4.186  -0.06
C 1.168 4.294 7.182  -0.10
C -8.231 2.320 3.599  -0.11
C 6.846 -7.394 0.076  -0.23
C -3.847 0.677 -8.273  -0.11
C -5.721 3.113 -0.178  -0.26
C 5.575 -0.188 -3.022  -0.05
C -2.033 4.120 -1.636  -0.04
C -5.266 -1.044 1.816  -0.05
C -3.686 -0.367 -4.190  -0.03
C 2.184 2.661 4.508  -0.26
C 5.612 0.017 1.777  -0.10
H -3.529 -3.222 2.786  0.05
H 1.889 -5.738 -4.887  0.07
H 2.966 7.954 1.693  0.08
H 0.262 -5.730 0.262  0.08
H -5.439 5.004 -1.196  0.08
H 1.160 2.387 -5.840  0.08
H 1.980 3.538 1.205  0.08
H -2.311 4.690 4.122  0.07
H 6.010 0.588 0.940  0.07
H 5.877 -4.598 -0.767  0.08
H -3.414 4.168 5.464  0.08
H 3.372 -2.305 3.883  0.13
H -0.325 -0.560 3.450  0.09
H -3.464 1.486 -8.886  0.07
H -1.998 0.879 4.726  0.13
H -1.039 -2.723 2.612  0.09
H -3.123 -4.913 2.517  0.07
H -5.152 5.043 0.609  0.07
H 2.309 3.424 3.736  0.10
H -8.798 0.160 -1.683  0.07
H -0.530 4.479 -3.113  0.11
H 7.452 -1.193 -3.202  0.12
H 0.498 2.698 1.726  0.06
H -0.701 -4.395 2.294  0.12
H -5.697 -1.472 0.907  0.09
H -3.383 -1.133 -4.906  0.08
H -8.633 1.306 -0.341  0.06
H -6.924 -1.544 3.143  0.12
H 1.777 -3.525 2.357  0.07
H 9.175 -0.988 0.359  0.07
H 3.381 -4.307 2.472  0.07
H 7.184 -6.386 -0.160  0.11
H -5.865 2.731 0.833  0.10
H -3.110 4.242 -1.759  0.07
H 5.014 -0.764 -3.757  0.07
H 2.614 5.772 1.311  0.11
H 8.370 -7.858 1.539  0.09
H -3.154 -0.029 -0.232  0.07
H 4.588 0.363 1.915  0.03
H -3.082 0.268 -7.615  0.05
H 8.609 0.569 0.997  0.07
H 0.201 -5.259 -1.432  0.06
H 3.356 1.190 3.534  0.07
H -3.013 1.082 -5.632  0.10
H 10.227 0.441 0.322  0.08
H -1.662 5.086 -1.293  0.08
H -5.776 -0.429 3.814  0.11
H 2.413 6.054 -0.376  0.13
H -0.149 -4.324 -4.130  0.13
H -0.725 1.835 3.883  0.09
H -2.890 -0.320 -3.448  0.06
H 0.943 4.343 8.249  0.08
H -9.202 2.756 3.829  0.07
H 2.995 2.885 5.204  0.12
H 3.467 -6.171 -4.245  0.08
H -1.893 3.329 5.115  0.04
H 7.082 -8.053 -0.757  0.12
H -1.888 3.394 -0.842  0.06
H 0.625 3.200 0.068  0.07
H -4.552 -1.790 2.177  0.05
H 1.581 1.084 3.173  0.06
H 6.945 -8.921 1.606  0.09
H -4.627 -0.511 -3.663  0.08
H -1.062 -2.445 -5.176  0.08
H 2.945 -3.392 1.063  0.05
H -4.229 -0.156 -8.855  0.07
H 2.509 -0.150 -1.916  0.06
H -0.218 -1.263 -4.155  0.06
H -2.050 3.815 -3.796  0.12
H 4.911 0.172 -2.232  0.07
H 6.377 -2.002 -2.161  0.11
H 2.321 0.527 4.718  0.09
H -2.562 -4.087 3.976  0.09
H 3.390 -5.049 -5.617  0.08
H -2.011 1.279 0.392  0.07
H -4.752 2.742 -0.514  0.10
H 2.535 8.350 -0.033  0.08
H -1.098 -0.344 -1.915  0.09
H -1.071 -1.225 -0.441  0.10
H 4.512 -5.447 -1.653  0.06
H -0.647 2.428 -5.481  0.07
H 0.379 3.827 -5.214  0.07
H 2.243 4.399 7.072  0.07
H 0.516 4.965 6.636  0.08
H -1.458 -2.293 -3.461  0.06
H -6.763 4.950 -0.084  0.08
H -7.600 2.381 4.481  0.07
H 0.413 -3.400 -2.714  0.07
H -7.797 2.839 2.747  0.07
H -0.937 0.196 1.954  0.05
H 1.324 8.333 1.107  0.08
H -7.817 -0.350 -0.292  0.06
H -4.756 -0.151 1.463  0.07
H 1.149 -1.217 -2.099  0.05
H 6.169 0.044 2.709  0.08
H 2.683 -1.812 -1.179  0.05
H 5.944 0.723 -3.501  0.08
H 3.029 -1.297 2.446  0.09
H 0.534 -4.001 -0.239  0.06
H 4.171 -4.153 -0.524  0.03
H -2.007 -0.746 2.899  0.08
H -4.217 1.711 -4.446  0.12
H -2.560 1.232 -1.255  0.06
H 6.896 -7.257 2.185  0.07

| no. | largest force on an atom (eV/A) |
| --- | --- |
| 1 | 0.54 |
| 2 | 1.27 |
| 3 | 1.64 |